(1)
Density functional theory data (wB97M-V/def2-TZVPD) for a cluster of 7 separate species, H14O6S in total at a distorted geometry.

Calculated values
Structure (SMILES): O.O.O.O.O.O.S

Geometry as ORCA input:
```
! wB97M-V def2-TZVPD RIJCOSX def2/J DEFGRID3
* xyz 0 1
O -0.100 -2.208 3.014
H -0.168 -1.653 2.166
H 0.540 -1.693 3.665
O 0.315 0.990 -2.249
H 1.145 1.424 -2.084
H -0.289 1.783 -2.215
O -0.817 -0.765 -0.638
H -0.452 -0.021 -1.304
H -1.712 -0.517 -0.398
O 2.056 -1.046 -1.028
H 2.445 -1.865 -1.534
H 1.105 -1.095 -1.113
O 0.068 1.195 0.805
H 0.391 1.125 1.658
H -0.147 0.515 0.085
O 2.241 -0.408 1.717
H 3.002 -0.017 2.154
H 2.259 -0.213 0.789
S -4.299 1.858 -0.757
H -4.034 0.516 -0.864
H -3.548 2.095 -1.868
*
```

(2)
Density functional theory data (wB97M-V/def2-TZVPD) for a cluster of 7 separate species, H14O6S in total at a distorted geometry.

Calculated values
Structure (SMILES): O.O.O.O.O.O.S

Geometry as ORCA input:
```
! wB97M-V def2-TZVPD RIJCOSX def2/J DEFGRID3
* xyz 0 1
O -1.120 -0.464 1.070
H -0.875 -0.418 0.130
H -1.599 0.372 1.173
O 1.764 0.306 -1.251
H 2.280 0.217 -0.435
H 1.429 -0.609 -1.213
O 1.433 -1.111 2.144
H 1.630 -0.626 2.950
H 0.518 -0.867 1.900
O 2.361 -2.242 -0.323
H 2.691 -3.152 -0.303
H 2.425 -1.976 0.607
O -1.119 0.469 -1.783
H -0.756 -0.413 -1.965
H -0.318 0.988 -1.958
O -0.437 -2.238 -1.386
H -0.777 -2.647 -0.575
H 0.384 -2.733 -1.507
S -1.696 3.007 0.837
H -0.394 3.264 0.728
H -1.798 2.509 -0.406
*
```

(3)
Density functional theory data (wB97M-V/def2-TZVPD) for a cluster of 7 separate species, H14O6S in total at a distorted geometry.

Calculated values
Structure (SMILES): O.O.O.O.O.O.S

Geometry as ORCA input:
```
! wB97M-V def2-TZVPD RIJCOSX def2/J DEFGRID3
* xyz 0 1
O -0.314 -0.260 2.099
H 0.552 0.173 2.066
H -0.112 -0.950 1.436
O 0.346 0.768 -2.642
H 0.215 -0.081 -3.077
H -0.112 1.397 -3.212
O -1.760 1.692 0.391
H -1.697 2.099 1.266
H -1.147 0.918 0.518
O -2.483 2.176 -2.711
H -3.368 1.897 -2.954
H -2.495 2.986 -2.198
O 0.749 -1.942 -0.334
H 0.061 -2.429 -0.813
H 0.983 -1.306 -1.034
O -1.842 -1.408 -1.920
H -2.789 -1.606 -1.869
H -1.857 -0.471 -1.670
S 2.948 -0.690 2.857
H 3.697 0.307 2.402
H 3.312 -0.276 4.084
*
```

(4)
Density functional theory data (wB97M-V/def2-TZVPD) for a cluster of 7 separate species, H14O7 in total at a distorted geometry.

Calculated values
Structure (SMILES): O.O.O.O.O.O.O

Geometry as ORCA input:
```
! wB97M-V def2-TZVPD RIJCOSX def2/J DEFGRID3
* xyz 0 1
O 0.580 -1.141 0.355
H 0.670 -1.278 -0.623
H -0.288 -1.095 0.536
O -0.231 -0.859 -2.126
H 0.331 -1.652 -2.194
H -1.152 -1.136 -2.417
O -2.228 1.528 0.317
H -2.364 2.444 0.801
H -2.733 1.661 -0.493
O 1.332 0.436 1.760
H 0.561 0.822 1.341
H 1.748 1.067 2.233
O 2.466 -4.356 3.435
H 2.137 -3.509 3.097
H 2.935 -4.026 4.176
O -0.278 3.263 -0.395
H -0.147 3.971 0.323
H 0.344 2.619 -0.097
O -1.225 0.512 -3.763
H -0.518 0.584 -3.119
H -1.942 0.146 -3.147
*
```

The LUMO results, record by record, are as follows: 0.02 0.30 0.43 0.06 eV.
The energy above the lowest of the compared OMol25 structures with the same formula, charge and spin results, record by record, are as follows: 222.7 30.0 91.7 423.7 kJ/mol.
The HOMO results, record by record, are as follows: -10.113 -9.884 -9.861 -10.639 eV.